This record from the OMol25 dataset describes a cluster of 5 separate species, C34H68FN7O7 in total in a non-equilibrium geometry. The level of theory is ωB97M-V/def2-TZVPD.

The geometry in XYZ format:
```
117
Properties=species:S:1:pos:R:3:forces:R:3:mulliken_charge:R:1
C -1.51313 0.79288 3.15276 0.1 1.2 0.2 -0.612
O -2.52645 -0.23647 3.13200 1.2 0.1 -0.9 -0.396
C -2.14604 -1.32697 2.21773 0.3 -0.3 1.2 -0.455
C -1.77532 -2.58141 3.15054 0.5 -0.4 -0.7 -0.495
C -1.81379 -4.00386 2.34370 0.4 1.7 0.9 -0.257
C -0.87570 -5.00906 3.16835 -0.7 -0.9 0.1 -0.713
C -0.20098 -6.17634 2.29936 0.9 0.1 -0.5 -1.102
C 0.45086 -5.64976 0.91616 -1.6 -0.8 -1.7 0.664
C -0.21055 -6.04319 -0.27674 1.4 1.1 0.9 -0.683
C 0.27836 -5.57699 -1.70977 -0.2 -0.7 -1.2 0.299
O -0.20089 -6.05708 -2.77889 1.6 1.8 3.9 -0.632
C 1.46131 -4.48613 -1.74183 1.2 1.3 -0.6 0.150
C 1.79202 -3.90335 -3.14653 2.0 1.0 3.3 -0.796
C 2.94800 -2.88404 -3.28245 -0.9 -1.7 3.5 -0.515
C 3.72909 -2.49114 -1.98568 -2.1 -1.5 -1.0 0.274
F 4.81737 -1.57397 -2.19859 -2.6 -2.4 0.8 -0.326
C 3.36731 -3.04588 -0.56102 -0.7 -0.4 -1.8 0.079
C 4.25152 -2.54050 0.66195 0.7 0.7 -1.1 -1.101
C 3.87975 -1.02888 1.14733 0.9 0.3 1.6 0.523
N 2.43072 -0.86281 1.49180 0.0 1.1 -0.3 -0.416
N 4.40553 0.01958 0.21964 -0.3 0.2 0.6 -0.444
N 4.64552 -0.83182 2.43741 -0.3 -0.5 -1.0 -0.731
C 2.21351 -4.06467 -0.42347 0.6 1.2 -3.3 0.356
C 1.75708 -4.69813 0.94941 -0.4 -0.3 1.6 0.915
O 2.27324 -4.51912 2.07889 -1.2 -0.3 -3.8 -0.625
H -1.66179 1.51673 2.25907 0.5 -1.2 1.2 0.323
H -1.62133 1.45355 4.09213 -0.1 -1.3 -1.3 0.265
H -0.44092 0.37662 3.18280 -1.6 0.4 -0.2 0.182
H -1.21576 -0.96620 1.65723 -1.4 -0.8 0.4 0.174
H -3.01073 -1.57172 1.50540 1.2 0.4 0.9 0.443
H -0.69450 -2.42039 3.51820 -1.6 -0.2 -0.5 0.233
H -2.43525 -2.63972 4.07856 0.7 0.3 -1.4 0.236
H -1.44658 -3.75712 1.28910 -0.3 -0.7 1.4 0.241
H -2.91387 -4.31215 2.28848 1.6 0.1 0.0 0.309
H -1.55688 -5.53651 3.94386 1.1 0.8 -1.2 0.408
H -0.07637 -4.46822 3.78474 -1.1 -0.6 -1.2 0.372
H 0.64782 -6.66791 2.89338 -1.2 0.8 -0.7 0.315
H -0.96011 -7.01337 2.05646 1.2 1.5 0.2 0.364
H -1.14761 -6.70923 -0.23926 1.7 1.1 -0.1 0.217
H 1.17315 -4.24595 -4.05242 1.2 0.6 1.7 0.416
H 3.18976 -2.47634 -4.32102 -0.2 -0.5 1.9 0.307
H 5.33349 -2.44927 0.25856 -1.8 -0.1 0.6 0.364
H 4.31278 -3.25283 1.54776 -0.7 0.9 -1.3 0.502
H 1.94969 -0.25419 0.79445 0.5 -0.9 0.4 0.248
H 2.43496 -0.26663 2.34571 -0.1 -0.7 -0.8 0.280
H 3.65188 0.52463 -0.26449 0.4 -0.5 0.3 0.244
H 4.95416 0.73988 0.73810 -0.5 -1.0 -0.4 0.164
H 4.54792 0.13782 2.77016 0.0 -0.7 -0.1 0.210
H 4.35854 -1.52232 3.14254 0.1 0.6 -0.4 0.278
C -0.12906 -0.99352 -4.48171 0.2 0.1 0.3 -0.701
O 1.10990 -1.24310 -5.12581 -0.3 -0.1 -0.4 -0.108
C 1.04511 -1.24632 -6.54950 0.3 0.0 -0.1 -0.823
C 1.11812 0.15478 -7.19108 -0.2 0.1 0.4 0.330
C -0.19049 0.93440 -7.09666 -0.2 0.1 -0.2 -1.354
N 2.19611 0.96195 -6.60622 0.1 -0.3 0.1 -0.750
H -0.97308 -1.42115 -5.03022 0.0 0.1 -0.1 0.350
H -0.27060 0.07996 -4.34090 -0.2 0.0 -0.1 0.103
H -0.09227 -1.45267 -3.49096 0.1 -0.1 -0.1 0.265
H 1.92336 -1.81237 -6.88022 0.0 0.1 0.1 0.325
H 0.16802 -1.80449 -6.89753 -0.1 0.1 0.1 0.427
H 1.33374 0.01557 -8.25614 0.1 -0.1 0.1 0.425
H -0.37611 1.32282 -6.09342 0.1 -0.1 0.0 0.244
H -0.16765 1.79559 -7.77106 0.1 -0.1 0.1 0.348
H -1.04078 0.30938 -7.38416 0.0 0.0 0.0 0.341
H 3.08099 0.47772 -6.75071 0.0 0.2 -0.1 0.276
H 2.07455 0.94134 -5.59287 0.0 0.1 -0.2 0.329
C -7.60490 -2.79748 -0.26958 0.2 -0.3 0.1 -0.699
O -6.32346 -2.21326 -0.10483 -0.2 0.4 -0.2 -0.372
C -6.34114 -0.80898 0.13564 0.3 0.1 0.1 -0.677
C -6.58735 -0.41971 1.60818 -0.2 -0.4 0.0 0.407
C -8.04746 -0.54753 2.03391 -0.2 0.2 0.1 -1.533
N -5.75439 -1.20957 2.52233 0.2 -0.1 -0.3 -0.609
H -8.30386 -2.12406 -0.77386 0.0 0.1 0.1 0.315
H -8.00507 -3.10680 0.69805 -0.2 0.1 0.0 0.247
H -7.48986 -3.69608 -0.87984 0.1 0.1 0.0 0.248
H -5.34277 -0.45318 -0.14239 0.0 -0.1 0.0 0.300
H -7.04707 -0.30813 -0.53761 -0.1 -0.1 0.0 0.468
H -6.31122 0.63484 1.71795 0.1 -0.1 -0.1 0.417
H -8.35252 -1.58543 2.18056 0.1 0.0 -0.1 0.290
H -8.21120 -0.03141 2.98462 0.1 -0.1 -0.1 0.380
H -8.71313 -0.09693 1.29196 0.0 0.0 0.0 0.353
H -4.77501 -1.05073 2.28880 -0.1 0.2 0.3 0.010
H -5.89953 -2.19319 2.29031 -0.1 0.1 0.1 0.382
C -0.79477 3.43975 -1.44591 -0.2 -0.3 0.0 -0.660
O -1.06264 3.30007 -0.05999 0.3 0.3 0.1 -0.261
C -0.78901 4.46404 0.71475 -0.2 -0.1 0.3 -0.404
C -1.92360 5.50942 0.71220 -0.1 -0.2 -0.4 0.237
C -1.98656 6.33364 -0.57075 0.0 0.3 0.0 -1.427
N -3.23307 4.88684 0.94241 0.2 -0.2 0.2 -0.731
H 0.06968 4.08217 -1.63664 -0.1 0.1 0.0 0.331
H -1.67621 3.82390 -1.96305 0.1 0.1 -0.1 0.239
H -0.58339 2.44717 -1.85020 0.0 0.0 0.1 0.100
H -0.66477 4.10712 1.74339 -0.1 -0.1 -0.1 0.336
H 0.17021 4.90853 0.42325 0.0 0.0 -0.2 0.197
H -1.72684 6.20715 1.53373 0.0 -0.1 0.0 0.451
H -2.40203 5.77263 -1.40999 0.0 0.0 0.1 0.286
H -2.62614 7.20955 -0.42705 0.0 -0.2 0.0 0.368
H -0.99291 6.69074 -0.85647 -0.1 0.0 0.0 0.324
H -3.21393 4.41118 1.84345 -0.1 0.1 0.0 0.273
H -3.32815 4.12396 0.27088 -0.1 0.2 0.0 0.340
C 3.33561 5.70653 1.79250 -0.1 -0.2 -0.3 -0.476
O 4.50095 5.37566 1.05563 0.2 0.2 0.4 -0.376
C 5.69927 5.35579 1.82540 0.2 -0.2 -0.3 -0.693
C 5.93380 4.03645 2.58816 -0.4 0.1 0.1 0.170
C 5.07733 3.90097 3.84417 0.1 -0.1 0.3 -1.451
N 5.70584 2.86926 1.72761 0.0 0.1 -0.3 -0.562
H 3.53855 6.43675 2.58106 0.0 -0.1 0.0 0.314
H 2.88936 4.80318 2.21378 -0.1 0.1 0.2 0.132
H 2.60973 6.13924 1.10023 0.1 0.0 0.0 0.195
H 6.51359 5.47566 1.10251 -0.1 0.0 0.0 0.344
H 5.74870 6.22344 2.49364 -0.1 0.0 0.1 0.401
H 6.98069 4.02570 2.91040 0.0 0.0 -0.1 0.381
H 4.03405 3.67140 3.61804 0.1 0.1 -0.1 0.281
H 5.45235 3.08726 4.47236 0.0 0.1 -0.1 0.346
H 5.10448 4.81889 4.43800 0.0 -0.1 0.0 0.372
H 6.34433 2.92022 0.93475 0.0 -0.1 0.1 0.249
H 4.78479 2.98337 1.30116 0.1 0.0 0.1 0.365
```
Positions in Å, forces in eV/Å.

HOMO-LUMO gap = 0.2786 Eh
HOMO level = -8.89 eV
energy = -2345.78124 Ha
energy relative to the best compared isomer or geometry (same formula, charge and spin) = 472.81 kJ/mol